No. 1
Molecular formula: C6H11N
Method: DFT, the ωB97M-V functional and the def2-TZVPD basis

Each line ends with the Mulliken spin population.
Cartesian coordinates (Å):
C  0.2453  0.6561  1.6655  -0.01
C  -0.9834  0.4430  0.7668  1.37
C  -0.6396  0.3175  -0.7537  -0.35
C  -0.9329  1.2941  -1.6389  -0.18
C  1.2564  -1.1109  -1.3777  -0.36
C  -0.0504  -0.9610  -1.1188  1.98
N  0.8891  -0.5795  2.0584  0.22
H  0.9058  1.3354  1.1182  -0.08
H  -0.2276  1.1209  2.6018  -0.09
H  -1.6468  1.2968  0.9030  -0.24
H  -1.4856  -0.5349  0.9267  -0.55
H  -1.3900  2.1587  -1.1889  0.01
H  -0.8440  1.1246  -2.6996  -0.08
H  1.5943  -1.9965  -1.8893  -0.13
H  2.0941  -0.4610  -1.1909  -0.04
H  -0.7709  -1.7629  -1.3563  -0.39
H  1.6860  -0.7163  1.4503  0.03
H  0.2864  -1.3869  1.9186  -0.13

Cartesian forces (eV/Å) of the 3 atoms listed first:
-2.29 -0.03 0.91
0.28 -0.39 -2.51
0.17 0.43 1.99

The calculation puts the calculated total energy at -7887.2115 eV. Its energy relative to the best compared isomer or geometry (same formula, charge and spin) is 120.9 kJ/mol. As for the spin multiplicity: 2. Its net charge is -1. As for the HOMO energy (alpha / beta): 1.2 / -4.9 eV. Its LUMO energy (alpha / beta) is 4.23 / 4.10 eV. The molecular weight comes out at 97.2 g/mol.



No. 2
Molecular formula: C6H11N
Method: DFT, the ωB97M-V functional and the def2-TZVPD basis

Each line ends with the Mulliken spin population.
Cartesian coordinates (Å):
C  -1.4729  1.9350  -0.1595  0.00
N  -1.2564  0.4708  -0.2326  0.03
C  0.0885  -0.0022  0.0260  -0.07
C  0.1989  -1.2402  0.6734  0.46
C  -0.8775  -2.3163  0.5026  -0.07
C  2.5257  0.3615  -0.5343  0.49
C  1.1990  0.7594  -0.4060  0.12
H  -2.4850  2.0972  -0.5087  0.00
H  -0.7434  2.4636  -0.7616  0.00
H  -1.4127  2.3042  0.8780  0.01
H  -1.7880  0.0934  0.5470  -0.02
H  1.2065  -1.5783  0.8437  0.01
H  -1.3963  -2.5327  1.4447  0.02
H  -0.4996  -3.2572  0.0740  0.01
H  -1.5879  -1.9963  -0.2690  -0.01
H  3.3208  1.0980  -0.6129  0.01
H  2.9438  -0.5930  -0.2311  0.01
H  1.0295  1.8259  -0.5073  0.00

Cartesian forces (eV/Å) of the 3 atoms listed first:
0.07 -1.05 0.41
0.19 0.63 0.48
0.43 -0.40 0.19

The calculation puts the calculated total energy at -7887.9464 eV. Its energy relative to the best compared isomer or geometry (same formula, charge and spin) is 50.0 kJ/mol. As for the spin multiplicity: 2. Its net charge is -1. As for the HOMO energy (alpha / beta): 0.1 / -2.2 eV. Its LUMO energy (alpha / beta) is 4.13 / 4.10 eV. The molecular weight comes out at 97.2 g/mol.



No. 3
Molecular formula: C6H11N
Method: DFT, the ωB97M-V functional and the def2-TZVPD basis

Each line ends with the natural charge from an NBO analysis.
Cartesian coordinates (Å):
C  -0.4827  -1.3033  -0.0516  -0.64
C  0.2799  -0.3896  0.8675  -0.35
N  -1.3849  0.1718  2.7133  -1.19
C  1.2478  1.0345  -0.5910  0.16
C  0.4555  1.0136  0.4009  -0.18
C  0.5717  0.3467  -2.7950  -0.30
C  1.4661  0.8676  -1.9569  -0.32
H  0.0891  -1.7925  -0.8433  0.22
H  -0.9899  -2.0495  0.5665  0.23
H  -1.3213  -0.7359  -0.4592  0.21
H  1.1917  -0.7777  1.3271  0.22
H  -0.5442  -0.2166  1.9689  0.37
H  -2.2593  -0.2501  3.0038  0.36
H  -1.1981  0.8074  3.4729  0.35
H  -0.0041  1.9095  0.8348  0.22
H  0.9295  -0.1310  -3.6900  0.21
H  -0.4237  0.2024  -2.4095  0.20
H  2.3769  1.2926  -2.3591  0.22

Cartesian forces (eV/Å) of the 3 atoms listed first:
-0.82 0.25 0.83
2.52 -0.63 -2.22
-0.19 0.28 0.00

The calculation puts the calculated total energy at -7883.5503 eV. Its energy relative to the best compared isomer or geometry (same formula, charge and spin) is 673.6 kJ/mol. As for the HOMO energy: -7.3 eV. Its LUMO energy is -1.12 eV. The molecular weight comes out at 97.2 g/mol.



No. 4
Molecular formula: C6H11N
Method: DFT, the ωB97M-V functional and the def2-TZVPD basis

Each line ends with the natural charge from an NBO analysis.
Cartesian coordinates (Å):
C  -1.3627  -1.8790  2.4272  -0.52
C  -1.2912  -0.9217  1.4046  0.02
N  -0.7209  0.3406  1.3712  -0.62
C  -0.9421  1.1310  0.1602  -0.24
C  2.0728  0.1875  -2.0183  -0.66
C  0.6986  0.4378  -1.4620  -0.18
C  0.3575  1.2985  -0.5399  -0.18
H  -0.5604  -1.9476  3.1911  0.20
H  -2.1912  -2.6085  2.3397  0.21
H  -1.8255  -1.1313  0.4308  0.17
H  0.2562  0.1893  1.4743  0.38
H  -1.5644  0.5106  -0.5886  0.18
H  -1.3677  2.1187  0.3372  0.20
H  2.3374  0.5602  -3.0580  0.23
H  2.7940  0.5680  -1.3854  0.21
H  2.3354  -0.8802  -2.3171  0.23
H  -0.1955  0.2798  -1.9229  0.19
H  1.1697  1.7463  0.1561  0.17

Cartesian forces (eV/Å) of the 3 atoms listed first:
0.71 1.82 -2.33
-2.27 -2.58 0.71
0.30 -0.06 0.01

The calculation puts the calculated total energy at -7887.0039 eV. Its energy relative to the best compared isomer or geometry (same formula, charge and spin) is 340.3 kJ/mol. As for the structure (SMILES): C=CNC/C=C/C. As for the HOMO energy: -8.1 eV. Its LUMO energy is 1.06 eV. The molecular weight comes out at 97.2 g/mol.



No. 5
Molecular formula: C6H11N
Method: DFT, the ωB97M-V functional and the def2-TZVPD basis

Each line ends with the natural charge from an NBO analysis.
Cartesian coordinates (Å):
C  -1.8614  0.0167  -0.0917  -0.62
C  -0.6152  -0.7902  -0.1340  -0.24
C  0.4473  -0.5703  1.0358  -0.06
C  0.6277  1.0178  0.8333  -0.43
C  0.8425  1.0163  -0.7407  -0.44
C  0.6807  -0.4241  -0.9672  -0.06
H  -2.6362  -0.1628  -0.9389  0.21
H  -2.4641  -0.2456  0.7378  0.21
H  -1.7165  1.0534  -0.0306  0.21
H  -0.9806  -1.7908  -0.1289  0.21
H  0.2971  -1.0250  1.9624  0.20
H  -0.2122  1.6926  1.2370  0.21
H  1.5899  1.4042  1.3410  0.22
H  0.1328  1.5848  -1.3507  0.22
H  1.9268  1.1056  -0.9931  0.23
H  1.0155  -0.8761  -1.8998  0.21
H  1.3912  -2.0361  0.0372  0.34
N  1.5346  -0.9704  0.0912  -0.60

Cartesian forces (eV/Å) of the 3 atoms listed first:
-2.07 -0.39 -2.28
0.86 0.15 0.69
-0.75 3.25 -3.34

The calculation puts the calculated total energy at -7888.1683 eV. Its energy relative to the best compared isomer or geometry (same formula, charge and spin) is 228.0 kJ/mol. As for the HOMO energy: -9.1 eV. Its LUMO energy is 1.10 eV. The molecular weight comes out at 97.2 g/mol.



No. 6
Molecular formula: C6H11N
Method: DFT, the ωB97M-V functional and the def2-TZVPD basis

Each line ends with the natural charge from an NBO analysis.
Cartesian coordinates (Å):
C  1.8457  -0.5709  0.4291  -0.60
C  0.4918  0.1402  0.5041  -0.29
C  0.5031  1.4336  -0.2296  -0.50
C  -0.6425  -0.8047  -0.0327  -0.29
C  -2.0419  -0.4341  0.4759  -0.60
C  -0.6474  -0.6385  -1.5321  0.26
N  -0.2217  0.3923  -2.0112  -0.58
H  1.8280  -1.5311  0.9566  0.21
H  2.6415  0.0387  0.8702  0.21
H  2.1155  -0.7684  -0.6150  0.21
H  0.2213  0.2974  1.5595  0.23
H  0.3166  1.2382  -2.1684  0.48
H  1.4784  1.9208  -0.3085  0.20
H  -0.2767  2.1510  0.0344  0.19
H  -0.4273  -1.8418  0.2480  0.22
H  -2.8030  -1.0902  0.0444  0.22
H  -2.0866  -0.5305  1.5652  0.21
H  -2.2950  0.5980  0.2100  0.21

Cartesian forces (eV/Å) of the 3 atoms listed first:
0.07 -0.05 -0.01
0.03 -0.01 -0.05
0.00 0.04 0.30

The calculation puts the calculated total energy at -7886.2469 eV. Its energy relative to the best compared isomer or geometry (same formula, charge and spin) is 413.4 kJ/mol. As for the HOMO energy (alpha / beta): -7.3 / -7.3 eV. Its LUMO energy (alpha / beta) is 0.82 / 0.82 eV. The molecular weight comes out at 97.2 g/mol.



Question: molecular weight of number 6 (C6H11N)?
Answer: 97.2 g/mol